{"formula": "C44H44AlBBr5CaCl2F7MgNO14S", "method": "ωB97M-V/def2-TZVPD", "charge": 1, "total_energy_ev": -512747.35601, "max_force_ev_per_a": 5.0, "elements": ["C", "C", "C", "C", "S", "C", "C", "C", "C", "C", "C", "C", "Br", "C", "O", "C", "C", "C", "C", "C", "C", "C", "C", "C", "F", "F", "C", "F", "F", "F", "C", "C", "C", "C", "Br", "C", "C", "C", "C", "C", "C", "O", "H", "H", "H", "H", "H", "H", "H", "H", "H", "H", "H", "H", "H", "H", "H", "H", "H", "H", "H", "H", "H", "H", "H", "H", "H", "H", "H", "H", "H", "H", "H", "H", "H", "H", "H", "Al", "N", "O", "O", "O", "C", "C", "O", "C", "H", "H", "H", "H", "H", "H", "C", "Br", "Br", "Br", "H", "B", "O", "C", "O", "C", "O", "O", "F", "F", "Cl", "Cl", "Mg", "C", "C", "C", "O", "C", "C", "C", "O", "O", "O", "H", "H", "Ca"], "coordinates": [[6.39102, -2.76515, -1.26589], [6.32550, -1.47179, -1.52792], [5.41263, -0.61994, -0.71570], [5.67320, -0.38547, 0.62606], [7.11558, -1.07503, 1.38633], [4.81992, 0.38276, 1.40933], [3.70755, 0.92185, 0.81702], [3.45381, 0.72636, -0.53722], [4.29169, -0.04469, -1.32429], [4.02584, -0.26278, -2.78434], [4.97870, 0.53304, -3.72030], [4.24236, 0.72200, -5.04108], [5.49960, 2.23969, -2.98939], [2.23052, 1.41200, -1.05053], [2.23719, 2.06237, -2.06286], [1.03977, 1.26975, -0.14697], [1.29361, 1.45680, 1.20450], [0.28766, 1.40072, 2.15855], [0.58525, 1.61149, 3.62136], [-1.01356, 1.11311, 1.70622], [-2.09283, 1.10337, 2.78041], [-2.27636, -0.27168, 3.48466], [-3.76621, -0.65010, 3.53463], [-4.03564, -2.06613, 3.97710], [-3.25284, -2.42220, 4.99872], [-3.82318, -2.96069, 2.97406], [-5.54658, -2.23565, 4.37193], [-6.01131, -3.42036, 4.02795], [-5.70522, -2.01567, 5.66291], [-6.28891, -1.33041, 3.70261], [-1.24470, 0.86585, 0.35035], [-2.60901, 0.54321, -0.15557], [-2.85279, -0.91785, -0.59098], [-2.22355, -1.92660, 0.34882], [-4.83130, -1.20941, -0.43953], [-0.22745, 0.96538, -0.59455], [-0.49481, 0.76882, -2.10149], [-0.36404, -0.70403, -2.53057], [-1.78074, 1.54608, -2.54165], [-2.98336, 0.70211, -3.03532], [2.73200, 1.71955, 1.60246], [3.04203, 2.51126, 2.44872], [5.86386, -3.21100, -0.43487], [6.95180, -3.43739, -1.89911], [6.90094, -1.03960, -2.33443], [6.84787, -0.83845, 2.67912], [5.02237, 0.55201, 2.45411], [4.12805, -1.32594, -3.00615], [3.01306, 0.03492, -3.04643], [5.82177, -0.11671, -3.92596], [4.87524, 1.20589, -5.77391], [3.30473, 1.25880, -4.90009], [3.98394, -0.28249, -5.38858], [-0.16875, 1.16254, 4.24284], [1.55865, 1.17870, 3.82066], [0.67167, 2.67722, 3.82234], [-1.83606, 1.79010, 3.57751], [-3.05748, 1.48128, 2.40559], [-1.95798, -0.14986, 4.51760], [-1.63801, -1.04091, 3.06190], [-4.23799, 0.00228, 4.27056], [-4.23319, -0.40861, 2.58238], [-3.37965, 0.68821, 0.66441], [-2.86132, 1.24275, -0.96960], [-2.60476, -1.08384, -1.62562], [-1.14139, -1.80791, 0.39526], [-2.39618, -2.91907, -0.07048], [-2.63047, -1.89756, 1.34600], [0.35515, 1.24079, -2.57581], [-0.63757, -1.41906, -1.74650], [-0.86337, -0.89797, -3.48784], [0.69945, -0.87895, -2.73453], [-2.08455, 2.15517, -1.68118], [-1.54494, 2.28112, -3.30450], [-3.35333, 1.12997, -3.95745], [-3.87758, 0.75153, -2.38114], [-2.79185, -0.35202, -3.20850], [-0.75830, -3.37035, -2.84836], [7.76449, 1.82804, -5.71078], [8.06949, 1.00893, -4.82894], [6.90804, 1.52800, -6.55925], [8.30709, 2.93189, -5.74223], [1.32257, 1.03927, 7.21783], [-0.15635, 1.27356, 7.39092], [-0.86777, 1.59655, 6.46113], [-0.71669, 1.08999, 8.77664], [1.60073, 1.20455, 6.18067], [1.88482, 1.73046, 7.84655], [1.57166, 0.01299, 7.49145], [-0.23635, 1.78326, 9.46818], [-0.55053, 0.06582, 9.11367], [-1.78587, 1.28850, 8.76494], [-6.27916, 0.62512, -4.21195], [-5.25687, -0.96556, -4.60827], [-5.90345, 2.07845, -5.57056], [-8.14523, 0.22625, -3.98614], [-5.92116, 1.03903, -3.27467], [-2.48228, 5.31722, -5.01493], [-1.97540, 3.95801, -4.59108], [-1.27289, 3.42433, -5.63550], [-0.71954, 2.37042, -5.59868], [-1.34708, 4.41626, -6.79862], [-0.84866, 4.25793, -7.86826], [-2.04603, 5.48454, -6.40436], [-1.94786, 6.27117, -4.21179], [-3.93084, 5.34000, -4.95005], [-3.80090, 2.77202, -5.30604], [-4.30390, 4.89173, -2.77109], [-5.97950, 4.27622, -6.78868], [0.15891, -5.08501, 3.83941], [0.07019, -4.25912, 2.68200], [0.35765, -4.96312, 1.37363], [0.24034, -4.37240, 0.30286], [0.77726, -6.33211, 1.41520], [0.88438, -7.17610, 2.57577], [0.49374, -6.50296, 3.88846], [0.45689, -7.08784, 4.94546], [1.24215, -8.32981, 2.57264], [-0.22009, -3.06964, 2.66983], [-0.04675, -4.64831, 4.81155], [1.03099, -6.74882, 0.44619], [-4.30508, 2.23273, -0.38095]], "atomic_forces_ev_per_a": [[0.1, -0.4, -0.4], [-0.3, -0.1, 0.4], [0.4, 0.1, -0.5], [0.3, -0.1, 1.1], [0.4, -0.4, -0.3], [0.0, 0.1, -0.2], [-0.2, 0.0, 0.2], [-0.7, 0.1, 0.0], [0.0, 0.0, 0.0], [0.3, 0.5, 0.2], [-1.2, -0.8, -0.5], [0.0, -0.2, 0.2], [0.3, -0.1, 0.0], [1.0, -0.3, 0.1], [-0.7, 0.1, -0.5], [0.2, 0.1, -0.1], [0.3, 0.2, 0.5], [-0.2, -0.1, -0.2], [0.2, 0.0, -0.9], [-0.1, 0.3, 0.8], [0.0, -0.5, -0.1], [-0.4, 0.3, 0.2], [0.8, 0.5, 0.3], [-1.0, 0.1, -0.6], [0.2, -0.1, 0.3], [0.3, 0.0, -0.3], [0.4, 0.3, -0.4], [0.0, -0.5, 0.3], [-0.1, -0.1, 0.3], [-0.1, 0.2, -0.1], [-0.1, 0.3, 0.3], [-1.1, -0.9, 1.5], [-0.4, 0.1, 1.4], [0.3, -0.2, -0.9], [0.1, 0.5, -0.4], [0.0, -0.2, -0.8], [-0.2, 0.5, 0.8], [0.8, 0.2, -0.3], [0.0, -0.5, -0.7], [0.1, 1.0, -0.3], [-0.1, -0.2, -0.7], [0.0, 0.1, 0.6], [-0.1, 0.0, 0.1], [0.3, 0.0, 0.1], [0.0, 0.2, -0.1], [-0.3, 0.3, -0.2], [0.0, 0.1, 0.1], [0.1, -0.1, -0.1], [-0.1, 0.0, 0.1], [0.6, 0.6, 0.2], [0.0, 0.1, -0.1], [0.0, 0.2, 0.0], [0.0, 0.0, -0.2], [0.1, 0.0, 0.4], [0.1, -0.1, 0.3], [-0.1, 0.1, 0.2], [0.1, 0.4, -0.2], [0.0, -0.1, 0.0], [0.2, -0.1, 0.1], [0.0, -0.1, -0.2], [-0.1, 0.1, 0.0], [-0.3, -0.5, -0.1], [1.2, -0.6, 0.0], [1.2, -1.9, 0.4], [-0.2, 0.0, 0.1], [0.1, 0.1, 0.2], [-0.1, -0.2, 0.2], [-0.1, 0.0, 0.2], [-0.1, 0.4, -0.3], [-0.2, 0.1, 0.2], [-0.2, 0.0, 0.0], [0.1, -0.1, 0.1], [0.6, 0.7, -0.7], [0.2, -0.2, 0.0], [0.3, -0.4, 0.1], [0.1, -0.3, -0.1], [0.0, 0.2, -0.1], [0.3, -0.4, 0.2], [0.1, 0.1, 0.0], [0.0, -0.2, 0.1], [-0.1, -0.1, 0.0], [0.0, 0.0, 0.0], [-0.1, 0.1, -0.3], [-0.1, 0.0, 0.1], [0.0, -0.1, 0.0], [-0.2, 0.1, -0.2], [0.0, 0.0, 0.0], [0.0, -0.1, 0.1], [0.1, 0.1, 0.2], [0.1, -0.1, 0.1], [0.1, 0.1, 0.1], [0.0, 0.0, 0.0], [-0.8, -1.8, 1.1], [-0.3, -0.1, -0.1], [-0.9, -0.7, -0.3], [0.0, 0.1, 0.0], [0.1, 0.1, -0.1], [-0.8, 1.3, 0.4], [0.6, -0.6, -0.9], [0.3, 0.5, 0.7], [0.0, -0.2, 0.0], [0.0, 1.0, -0.5], [0.0, -0.3, 0.0], [0.2, -1.1, -0.2], [0.0, 0.0, 0.1], [1.1, 0.9, -3.0], [0.3, 0.4, -0.6], [-0.9, -2.5, 4.2], [0.5, 1.6, -0.4], [0.0, 0.0, 0.4], [0.1, 0.1, -0.7], [0.0, -0.4, 0.0], [-0.2, 0.4, -0.5], [0.1, 0.2, -0.4], [-0.1, 0.1, 0.7], [-0.2, 0.3, 0.0], [0.1, -0.2, -0.1], [0.0, 0.0, -0.3], [-0.1, -0.1, 0.3], [-0.1, 0.1, -0.1], [0.0, -0.2, 0.1], [-2.0, 3.0, -1.0]], "mulliken_charge": [-0.901, -1.074, 0.174, 1.618, -0.238, -0.742, 0.333, 0.032, 0.375, -0.775, -0.076, -1.381, -0.073, -0.282, -0.578, 0.027, 1.130, 0.858, -1.448, 0.254, -2.519, 0.003, -1.345, 0.889, -0.297, -0.334, 0.504, -0.249, -0.248, -0.265, 1.610, -1.610, 0.251, -0.608, -0.077, -0.041, 0.251, -1.114, -0.391, 1.436, -1.159, -0.538, 0.280, 0.354, 0.444, 0.137, 0.462, 0.767, -0.416, 0.442, 0.327, 0.343, 0.357, -0.204, 0.686, 0.239, 1.039, 0.436, 0.903, 0.070, 0.723, 0.221, 0.812, -1.261, 0.473, 0.329, 0.930, -1.149, 1.019, -0.345, 0.122, 0.940, 0.999, 0.091, -0.828, -0.331, 0.029, 0.831, 1.055, -0.521, -0.598, -0.563, -0.732, 0.941, -0.534, -1.307, -0.021, 0.366, 0.309, 0.361, 0.347, 0.329, -0.073, 0.019, 0.696, 0.012, -0.122, 0.562, -0.257, 0.773, -0.565, 0.219, -0.538, -0.508, -0.228, -0.252, 0.116, -0.491, 0.148, -0.322, 0.247, 0.491, -0.553, -0.422, 0.185, 0.328, -0.492, -0.497, -0.412, 0.528, 0.464, 0.858]}

---

{"formula": "C44H44ClFFeIN9O5Se", "method": "ωB97M-V/def2-TZVPD", "charge": 1, "spin_multiplicity": 2, "total_energy_ev": -193057.96498, "max_force_ev_per_a": 1.1, "elements": ["Fe", "F", "C", "C", "C", "C", "O", "C", "C", "N", "C", "C", "C", "C", "C", "C", "N", "C", "C", "N", "C", "C", "C", "O", "O", "H", "H", "H", "H", "H", "H", "H", "H", "H", "H", "H", "H", "H", "H", "H", "H", "H", "H", "Cl", "C", "C", "C", "I", "C", "O", "C", "N", "C", "C", "C", "C", "H", "H", "H", "H", "O", "N", "C", "C", "N", "C", "N", "C", "C", "C", "C", "N", "C", "Se", "N", "C", "C", "C", "C", "C", "C", "C", "C", "C", "C", "H", "H", "H", "H", "H", "H", "H", "H", "H", "H", "H", "H", "H", "H", "H", "H", "H", "H", "H", "H", "H", "H"], "coordinates": [[-2.50452, -1.01375, -1.46677], [3.36423, 0.16806, 2.37923], [2.15792, 0.66487, 2.74232], [1.08663, 0.47808, 1.89863], [-0.17081, 0.93650, 2.34705], [-1.16011, 0.57545, 1.45065], [-0.84513, -0.33124, -0.84021], [-2.43241, 1.03041, 1.68338], [-2.63707, 1.70396, 2.87837], [-1.69393, 1.89898, 3.81506], [-2.07725, 2.35001, 5.14545], [-1.89572, 1.39341, 6.28591], [-3.27172, 1.72509, 5.79188], [-0.38225, 1.56579, 3.55857], [0.72317, 1.76616, 4.39492], [1.96943, 1.28330, 3.99121], [3.03506, 1.42265, 4.92232], [2.86256, 0.78119, 6.22550], [3.46546, 1.71282, 7.29186], [4.43615, 2.61677, 6.58075], [5.31067, 1.80863, 5.66564], [4.43093, 1.31843, 4.49506], [-3.58617, 0.89472, 0.70858], [-4.42939, 1.77851, 0.76291], [-3.56899, -0.12824, -0.03969], [1.63007, -0.72146, 0.30091], [-3.62111, 2.09558, 3.10403], [-1.89182, 3.40021, 5.32562], [-1.57905, 1.80118, 7.23613], [-1.51099, 0.40773, 6.05486], [-3.90772, 2.36108, 6.38973], [-3.79590, 0.95760, 5.23854], [0.62503, 2.27045, 5.34619], [3.36256, -0.19351, 6.24305], [1.81054, 0.61118, 6.42887], [4.00411, 1.16639, 8.06227], [2.71742, 2.34804, 7.76173], [4.96921, 3.19356, 7.22789], [3.86628, 3.21358, 5.97533], [5.71351, 0.98565, 6.25047], [6.13455, 2.42868, 5.32385], [4.73091, 0.30159, 4.23932], [4.58096, 1.94538, 3.61939], [-8.18528, 2.29778, -3.38668], [-6.95963, 1.10935, -3.03502], [-7.30313, -0.20491, -2.94012], [-6.33121, -1.18658, -2.65208], [-6.88165, -3.18268, -2.48656], [-5.01371, -0.84889, -2.46344], [-4.05739, -1.70452, -2.18453], [-4.65868, 0.52124, -2.59147], [-3.33249, 0.80398, -2.43491], [-2.95105, 2.05413, -2.47022], [-3.84125, 3.12110, -2.68960], [-5.16298, 2.85256, -2.89217], [-5.61724, 1.51654, -2.85126], [-8.33501, -0.49839, -3.07553], [-1.89126, 2.24271, -2.32533], [-3.46918, 4.13622, -2.69282], [-5.87088, 3.64937, -3.07560], [-2.04839, -2.66166, -0.67035], [-1.53673, -2.74619, 0.51673], [-0.85999, -1.78536, 1.06292], [-0.53519, -0.38537, 0.44522], [0.93234, -0.10760, 0.70049], [-0.39194, -2.03152, 2.40666], [0.04600, -2.09324, 3.47147], [2.80567, 1.64057, -5.92577], [1.87115, 0.43455, -5.99020], [0.48240, 0.70287, -5.41098], [0.44939, 0.86448, -3.89590], [0.92569, -0.32811, -3.19092], [0.21960, -1.46235, -3.04980], [-1.54453, -1.73516, -3.61230], [0.95531, -2.33429, -2.33651], [0.60975, -3.72469, -2.01949], [1.43682, -4.70933, -2.83891], [1.15430, -4.65223, -4.33941], [-0.19378, -5.26356, -4.71488], [2.14903, -1.73375, -1.97714], [3.21876, -2.19589, -1.21803], [4.27535, -1.32090, -1.02427], [4.25893, -0.02911, -1.56801], [3.18782, 0.42673, -2.31824], [2.13091, -0.45162, -2.51425], [3.73975, 1.44087, -6.45180], [3.06465, 1.90723, -4.89952], [2.34151, 2.51388, -6.39003], [2.32550, -0.41785, -5.47383], [1.75254, 0.13566, -7.03295], [-0.19513, -0.10965, -5.67781], [0.07309, 1.61879, -5.84736], [-0.56741, 1.05164, -3.55844], [1.07924, 1.69507, -3.57798], [-0.45368, -3.84319, -2.19636], [0.78480, -3.86805, -0.95193], [1.21383, -5.71286, -2.46691], [2.49984, -4.52822, -2.65474], [1.95084, -5.18782, -4.85979], [1.20060, -3.61353, -4.68502], [-0.28810, -6.27089, -4.30228], [-0.29875, -5.33500, -5.79823], [-1.02710, -4.66434, -4.34456], [3.22690, -3.19243, -0.79605], [5.13191, -1.64417, -0.44732], [5.10319, 0.62675, -1.40079], [3.17998, 1.42837, -2.72386]], "atomic_forces_ev_per_a": [[-0.3, 0.9, -0.6], [0.0, -0.1, 0.0], [0.0, 0.1, 0.1], [0.0, 0.2, 0.1], [0.2, 0.1, 0.0], [0.3, 0.1, 0.0], [0.4, 0.7, 0.0], [-0.3, 0.2, -0.1], [-0.2, 0.0, -0.2], [0.1, -0.1, 0.3], [0.0, 0.2, 0.0], [0.0, -0.1, 0.0], [-0.1, 0.0, 0.0], [0.2, 0.0, 0.1], [-0.2, 0.0, 0.1], [0.0, -0.1, -0.1], [0.1, -0.1, 0.0], [0.1, 0.0, -0.1], [-0.1, 0.0, 0.0], [0.0, -0.2, -0.1], [0.0, 0.0, -0.1], [-0.1, 0.1, 0.1], [-0.1, 0.0, 0.0], [-0.1, -0.1, 0.0], [0.2, -0.4, 0.4], [0.0, 0.0, 0.0], [0.0, -0.1, 0.0], [0.0, 0.0, -0.1], [0.0, 0.0, 0.0], [0.0, 0.0, 0.0], [0.0, 0.0, 0.0], [0.0, 0.0, 0.0], [0.0, 0.0, 0.0], [0.0, 0.0, 0.0], [0.0, 0.0, 0.0], [0.1, 0.0, 0.0], [0.0, 0.0, 0.0], [0.0, 0.0, 0.0], [0.0, 0.1, 0.0], [0.0, 0.0, 0.1], [0.0, 0.0, 0.0], [0.0, 0.0, 0.0], [0.0, 0.0, 0.0], [0.1, -0.1, 0.0], [-0.1, 0.1, 0.0], [0.0, -0.2, 0.0], [-0.3, 0.0, 0.0], [0.0, 0.0, 0.0], [0.5, -0.2, 0.1], [-0.5, -0.3, -0.1], [0.1, 0.3, -0.2], [-0.2, -0.5, 0.5], [0.2, 0.0, 0.0], [0.1, 0.0, 0.0], [-0.1, 0.0, 0.0], [0.1, 0.2, -0.1], [0.0, 0.0, 0.0], [-0.1, 0.0, 0.1], [0.0, 0.0, 0.0], [0.0, 0.0, 0.0], [-0.3, 0.3, 0.3], [0.3, -0.1, 0.0], [-0.2, 0.0, 0.1], [-0.2, -0.5, -0.1], [0.0, -0.3, -0.1], [0.1, -0.1, -0.3], [-0.1, 0.0, 0.0], [0.0, 0.0, 0.0], [0.0, 0.1, 0.0], [0.1, -0.1, 0.0], [0.1, 0.0, 0.0], [0.1, 0.2, -0.1], [-0.1, -0.1, 0.1], [0.1, 0.0, 0.1], [0.0, -0.3, 0.0], [0.1, 0.0, 0.0], [0.0, 0.1, -0.1], [-0.1, -0.1, 0.0], [0.0, 0.1, 0.0], [0.0, -0.2, 0.0], [0.0, 0.0, 0.1], [0.0, 0.1, 0.0], [0.0, 0.0, 0.0], [0.0, 0.0, 0.0], [-0.1, 0.1, -0.2], [0.0, 0.0, 0.0], [0.0, 0.0, 0.0], [0.0, 0.0, 0.0], [0.0, 0.0, -0.1], [0.0, 0.0, 0.0], [0.0, 0.0, 0.0], [0.0, 0.0, 0.0], [0.0, 0.0, 0.0], [0.0, 0.0, 0.1], [-0.1, 0.1, 0.0], [-0.1, 0.0, 0.0], [0.0, 0.0, 0.0], [0.0, 0.0, 0.0], [0.0, 0.0, 0.0], [0.0, 0.0, 0.0], [0.0, 0.0, 0.0], [0.0, 0.0, 0.0], [0.0, 0.0, 0.0], [0.0, 0.0, 0.0], [0.0, 0.0, 0.0], [0.0, 0.0, 0.0], [0.0, 0.0, 0.0]], "mulliken_spin": [1.087, 0.000, 0.001, 0.002, -0.001, 0.004, -0.027, -0.004, 0.000, 0.000, 0.000, 0.000, 0.000, -0.001, 0.001, -0.001, 0.000, 0.000, 0.000, 0.000, 0.000, 0.000, 0.000, 0.004, -0.005, -0.001, 0.000, 0.000, 0.000, 0.000, 0.000, 0.000, 0.000, 0.000, 0.000, 0.000, 0.000, 0.000, 0.000, 0.000, 0.000, 0.000, 0.000, 0.001, 0.008, -0.006, 0.018, 0.001, 0.008, 0.001, -0.011, -0.007, 0.003, -0.004, 0.005, -0.007, 0.000, 0.001, 0.000, 0.000, -0.028, -0.017, 0.020, -0.004, -0.001, 0.002, 0.004, 0.000, 0.000, -0.001, 0.003, -0.005, -0.010, -0.037, -0.002, 0.002, 0.001, -0.002, 0.001, 0.001, -0.001, 0.000, -0.001, -0.001, 0.004, 0.000, 0.000, 0.000, 0.000, 0.000, 0.000, 0.000, 0.002, -0.001, 0.001, 0.000, 0.000, 0.000, 0.000, 0.000, 0.000, 0.000, -0.001, 0.000, 0.000, 0.000, 0.000]}